[1]
C3H7NS2 in the gas phase, computed with ωB97M-V/def2-TZVPD.

Its highest occupied orbital energy is -8.87 eV. Its energy relative to the best compared isomer or geometry (same formula, charge and spin) is 2.376 eV. Its orbital gap is 0.35458 hartree. Its SMILES is CSC/C=N\S.

Element x y z (Å)
C: -1.05 1.21 -0.01
H: -0.64 2.27 -0.10
N: -2.30 1.11 0.02
C: 2.38 -0.80 -0.05
S: -2.92 -0.45 -0.03
C: -0.08 0.18 0.25
H: -4.12 0.08 -0.49
H: -0.28 -0.33 1.26
S: 1.58 0.75 -0.06
H: 3.39 -0.48 -0.64
H: -0.20 -0.73 -0.45
H: 2.61 -1.26 1.01
H: 1.63 -1.56 -0.72

These are the Löwdin partial charges, in e, on atoms 1 to 4: -0.436, 0.121, -0.382, -0.520

[2]
2 unconnected molecules or ions with the total composition C3H7NSi, computed with ωB97M-V/def2-TZVPD.

Its highest occupied orbital energy is -8.22 eV. Its energy relative to the best compared isomer or geometry (same formula, charge and spin) is 2.589 eV. Its orbital gap is 0.32561 hartree.

Element x y z (Å)
H: 0.81 1.98 1.15
H: -0.58 2.48 0.05
H: -1.40 -0.47 -1.74
C: -0.51 -0.91 -1.39
Si: -0.18 -0.07 0.29
C: 0.43 -1.25 1.52
H: 0.15 -0.39 -2.02
H: -0.61 -1.98 -1.50
H: 1.14 2.14 -0.57
N: -0.79 -0.97 1.72
C: 0.34 1.73 0.20
H: 1.19 -2.28 2.29

These are the Löwdin partial charges, in e, on atoms 1 to 4: 0.002, 0.072, -0.003, -0.175

[3]
2 unconnected molecules or ions with the total composition C3H7NSi, computed with ωB97M-V/def2-TZVPD.

Its highest occupied orbital energy is -7.89 eV. Its energy relative to the best compared isomer or geometry (same formula, charge and spin) is 4.827 eV. Its orbital gap is 0.32745 hartree.

Element x y z (Å)
H: 2.51 -1.36 0.26
H: -3.65 -0.52 0.84
C: 0.15 0.00 -0.54
C: 2.27 -0.31 -0.01
H: -0.29 -0.45 1.40
H: -2.52 1.45 0.04
H: -2.52 -0.44 -1.33
N: 2.93 0.74 0.13
C: -0.66 -0.19 0.47
H: 0.37 0.18 -1.57
H: 3.93 0.80 0.23
Si: -2.53 0.09 0.08

These are the Löwdin partial charges, in e, on atoms 1 to 4: 0.064, -0.094, -0.053, -0.131

[4]
2 unconnected molecules or ions with the total composition C3H7O, computed with ωB97M-V/def2-TZVPD.

Its highest occupied orbital energy is -2.06 eV. Its energy relative to the best compared isomer or geometry (same formula, charge and spin) is 0.206 eV. Its orbital gap is 0.23418 hartree. As for the charge: -1.

Element x y z (Å)
H: -3.29 0.17 -0.46
H: -1.90 0.01 0.72
C: 2.71 0.34 0.26
H: -1.66 -0.48 -0.93
C: 1.33 0.38 -0.03
H: -2.70 -1.49 0.10
C: -2.37 -0.42 -0.17
H: 3.44 0.25 -0.56
H: 0.65 0.54 0.91
H: 3.07 0.38 1.29
O: 0.72 0.32 -1.14

These are the Löwdin partial charges, in e, on atoms 1 to 4: 0.020, 0.002, -0.152, -0.037

no.,maximum force (eV/A)
1,3.58
2,4.32
3,5.43
4,3.12